Formula: C44H53BCsN8O3Sb2
Source: OMol25
Level of theory: ωB97M-V/def2-TZVPD

Positions of all 112 atoms, in Å:
Cs 0.71 -0.09 -0.74
B 0.71 -3.79 0.87
N -0.70 -3.25 1.24
C -1.61 -3.81 2.05
C -2.71 -2.97 2.13
C -2.35 -1.88 1.31
N -1.14 -2.06 0.78
N 1.79 -3.19 1.80
C 2.26 -3.69 2.96
C 3.18 -2.80 3.48
C 3.20 -1.76 2.54
N 2.37 -2.00 1.54
H 0.70 -4.99 1.06
H 0.96 -3.48 -0.27
H -1.42 -4.77 2.51
H -3.61 -3.11 2.69
H -2.91 -0.99 1.08
H 1.91 -4.64 3.32
H 3.74 -2.89 4.39
H 3.79 -0.85 2.55
C -1.07 3.24 0.98
C -0.74 3.68 2.40
C 0.71 3.39 2.80
Sb 1.29 1.31 2.70
C 0.00 0.57 4.26
C -0.52 1.34 5.29
C -1.33 0.78 6.26
C -1.63 -0.58 6.22
C -1.13 -1.36 5.19
C -0.32 -0.79 4.21
C 3.00 1.62 3.95
C 4.06 2.38 3.45
C 5.21 2.58 4.20
C 5.33 2.01 5.47
C 4.29 1.24 5.97
C 3.14 1.04 5.22
Sb -3.11 3.63 0.36
C -3.40 5.31 1.70
C -3.73 5.20 3.05
C -3.87 6.33 3.84
C -3.67 7.59 3.31
C -3.35 7.72 1.97
C -3.22 6.59 1.17
C -4.04 2.24 1.70
C -5.42 2.32 1.90
C -6.07 1.48 2.79
C -5.34 0.54 3.51
C -3.97 0.44 3.32
C -3.33 1.28 2.41
H -0.91 2.17 0.84
H -0.41 3.73 0.26
H -1.42 3.20 3.11
H -0.92 4.75 2.50
H 0.92 3.76 3.80
H 1.40 3.89 2.11
H -0.28 2.40 5.35
H -1.73 1.40 7.06
H -2.26 -1.02 6.98
H -1.36 -2.42 5.13
H 0.06 -1.41 3.40
H 3.99 2.81 2.46
H 6.02 3.18 3.80
H 6.22 2.16 6.05
H 4.37 0.79 6.95
H 2.33 0.44 5.62
H -3.88 4.22 3.49
H -4.12 6.22 4.89
H -3.78 8.47 3.93
H -3.19 8.71 1.54
H -2.97 6.71 0.12
H -6.00 3.06 1.36
H -7.14 1.56 2.94
H -5.83 -0.12 4.21
H -3.38 -0.30 3.86
H -2.26 1.18 2.28
C -3.75 -1.36 -3.71
N -3.16 -0.27 -2.96
C -2.19 0.59 -3.41
C -1.89 1.39 -2.35
N -2.64 1.03 -1.25
C -3.39 0.04 -1.66
H -4.23 -0.97 -4.61
H -4.49 -1.85 -3.10
H -2.97 -2.07 -3.98
H -1.79 0.52 -4.40
H -1.14 2.17 -2.31
H -4.10 -0.50 -1.06
C -2.48 -3.82 -1.61
N -1.24 -4.30 -2.20
C -0.86 -5.64 -1.78
C 0.29 -6.15 -2.63
C 1.40 -5.13 -2.62
N 0.89 -3.84 -3.07
C 1.90 -2.85 -3.34
C -0.37 -3.39 -2.73
O -0.71 -2.23 -2.96
H -3.35 -4.25 -2.13
H -2.51 -2.74 -1.68
H -2.52 -4.10 -0.55
H -1.73 -6.29 -1.88
H -0.57 -5.63 -0.72
H -0.05 -6.32 -3.65
H 0.65 -7.10 -2.23
H 2.20 -5.42 -3.30
H 1.83 -5.04 -1.61
H 2.59 -3.23 -4.10
H 2.48 -2.61 -2.44
H 1.44 -1.94 -3.71
O 1.35 2.32 -2.38
C 2.05 2.79 -1.45
O 2.21 2.30 -0.30
H 2.59 3.74 -1.66

Output
HOMO energy: -0.201 Eh
Strongest force on any atom: 0.0119 hartree/bohr
Orbital gap: 7.4 eV
Calculated total energy: -2897.881333 a.u.
Total charge: -1
Relative energy (zero: lowest compared OMol25 entry of this formula, charge and spin): 0.000 eV



Formula: C2H5NO2
Source: OMol25
Level of theory: ωB97M-V/def2-TZVPD

Positions of all 10 atoms, in Å:
C 0.21 -0.41 0.40
C -0.38 0.46 -0.62
N 1.66 1.41 -1.17
O 1.70 2.29 -2.01
O 2.53 0.96 -0.52
H 0.21 0.24 1.39
H -0.42 -1.39 0.56
H 1.27 -0.60 0.36
H -0.66 1.54 -0.56
H -0.69 0.15 -1.66

Output
HOMO energy (spin up / spin down): -0.341 / -0.327 Eh
Strongest force on any atom: 0.0912 hartree/bohr
Orbital gap (spin up / spin down): 8.7 / 8.0 eV
Calculated total energy: -284.245257 a.u.
Total charge: 0
Relative energy (zero: lowest compared OMol25 entry of this formula, charge and spin): 6.044 eV



Formula: C3H3NO2
Source: OMol25
Level of theory: ωB97M-V/def2-TZVPD

Positions of all 9 atoms, in Å:
C -0.80 -1.32 0.06
C -0.32 0.06 0.07
C 1.17 0.17 0.00
N -0.92 -2.45 -0.14
O -2.88 1.79 -0.03
O -1.16 1.02 0.03
H 1.67 0.27 1.01
H 1.43 1.12 -0.64
H 1.82 -0.67 -0.37

Output
HOMO energy (spin up / spin down): -0.412 / -0.413 Eh
Strongest force on any atom: 0.1044 hartree/bohr
Orbital gap (spin up / spin down): 9.9 / 10.0 eV
Calculated total energy: -321.098063 a.u.
Total charge: 0
Relative energy (zero: lowest compared OMol25 entry of this formula, charge and spin): 7.608 eV



Formula: C30H68N6O9
Source: OMol25
Level of theory: ωB97M-V/def2-TZVPD

Positions of all 113 atoms, in Å:
H 1.29 -3.45 6.71
N 1.50 -4.06 5.88
C 1.10 -3.40 4.73
C 1.21 -4.04 3.21
C 1.44 -2.91 2.04
C 1.87 -3.18 0.64
C 2.25 -4.55 -0.17
C 0.96 -5.49 -0.57
O -0.09 -5.59 0.46
C -0.81 -6.87 0.39
C -2.45 -6.74 0.48
C 2.00 -1.71 -0.10
O 2.68 -1.43 -1.23
O 1.26 -0.69 0.73
C 1.32 -1.25 2.09
O 1.32 -0.43 3.17
H 0.60 -2.32 4.84
H 2.09 -4.85 3.22
H 0.17 -4.57 2.97
H 2.74 -4.21 -1.20
H 3.05 -5.14 0.45
H 0.47 -5.21 -1.62
H 1.40 -6.59 -0.73
H -0.57 -7.51 -0.57
H -0.42 -7.52 1.31
H -2.88 -6.97 -0.61
H -2.85 -7.63 1.16
H -2.85 -5.72 0.87
C 1.62 0.68 6.03
O 1.97 1.19 7.31
C 2.57 2.49 7.27
C 1.56 3.66 7.17
C 0.97 3.84 5.78
N 0.47 3.50 8.14
H 2.32 0.98 5.25
H 0.60 0.99 5.77
H 1.62 -0.42 6.10
H 3.11 2.59 8.22
H 3.33 2.55 6.48
H 2.11 4.58 7.42
H 0.22 3.09 5.54
H 0.48 4.82 5.70
H 1.76 3.80 5.01
H 0.86 3.48 9.08
H 0.08 2.56 8.01
C -0.89 3.49 -3.51
O 0.06 2.53 -3.07
C -0.08 2.14 -1.70
C -1.15 1.06 -1.45
C -2.58 1.60 -1.49
N -1.04 -0.05 -2.40
H -1.15 4.20 -2.72
H -1.78 2.98 -3.88
H -0.45 4.04 -4.34
H 0.90 1.72 -1.41
H -0.23 3.02 -1.06
H -0.99 0.66 -0.44
H -2.93 1.80 -2.50
H -3.27 0.88 -1.05
H -2.66 2.53 -0.91
H -0.11 -0.47 -2.31
H -1.02 0.36 -3.34
C -3.19 1.89 -9.43
O -4.49 1.98 -8.87
C -4.80 0.93 -7.94
C -4.26 1.16 -6.51
C -2.77 0.90 -6.37
N -4.55 2.52 -6.04
H -2.87 0.86 -9.58
H -2.47 2.42 -8.80
H -3.20 2.39 -10.40
H -5.89 0.90 -7.89
H -4.49 -0.04 -8.34
H -4.78 0.45 -5.85
H -2.15 1.70 -6.80
H -2.49 0.82 -5.31
H -2.48 -0.04 -6.86
H -5.56 2.66 -6.05
H -4.22 3.17 -6.76
C -4.88 7.82 -6.80
O -4.32 6.51 -6.80
C -2.94 6.47 -6.41
C -2.70 6.48 -4.89
C -2.88 7.86 -4.26
N -3.58 5.53 -4.20
H -4.16 8.58 -7.11
H -5.29 8.05 -5.82
H -5.71 7.82 -7.51
H -2.56 5.52 -6.80
H -2.37 7.26 -6.92
H -1.66 6.18 -4.71
H -3.93 8.15 -4.16
H -2.45 7.88 -3.25
H -2.37 8.63 -4.85
H -3.39 4.59 -4.55
H -4.54 5.71 -4.51
C 7.47 -4.47 5.67
O 6.08 -4.32 5.42
C 5.38 -5.55 5.16
C 4.97 -6.32 6.44
C 6.13 -7.06 7.10
N 4.35 -5.43 7.43
H 7.90 -5.29 5.09
H 7.64 -4.63 6.73
H 7.97 -3.54 5.39
H 4.46 -5.26 4.64
H 5.95 -6.18 4.47
H 4.24 -7.07 6.14
H 6.80 -6.39 7.65
H 5.75 -7.79 7.82
H 6.73 -7.60 6.36
H 3.52 -5.01 7.01
H 4.98 -4.63 7.57

Output
HOMO energy: -0.330 Eh
Strongest force on any atom: 0.1889 hartree/bohr
Orbital gap: 7.3 eV
Calculated total energy: -2189.153876 a.u.
Total charge: 0